{"formula": "C25H32F36N8O25S12", "method": "ωB97M-V/def2-TZVPD", "elements": ["O", "F", "F", "F", "H", "F", "O", "O", "H", "C", "O", "S", "F", "F", "F", "C", "H", "C", "C", "F", "N", "F", "O", "F", "H", "C", "F", "C", "F", "F", "F", "S", "H", "F", "H", "O", "F", "C", "H", "C", "O", "O", "C", "S", "H", "H", "H", "O", "O", "H", "H", "H", "F", "H", "O", "S", "N", "O", "C", "F", "F", "O", "F", "N", "S", "C", "C", "O", "O", "F", "C", "F", "F", "C", "F", "S", "N", "F", "H", "H", "H", "O", "H", "C", "C", "F", "H", "H", "H", "H", "C", "C", "O", "S", "H", "N", "S", "N", "F", "O", "O", "C", "C", "O", "F", "H", "F", "N", "N", "O", "O", "F", "C", "O", "C", "H", "S", "H", "S", "H", "C", "C", "F", "F", "C", "O", "H", "H", "F", "F", "S", "H", "F", "S", "O", "F", "H", "H"], "xyz": [[0.6421, 8.1614, -6.7557], [-2.1822, -2.7776, -3.0411], [1.5550, 2.1095, 5.5415], [4.7715, 5.8219, 3.5693], [-4.8994, -2.4343, 1.0141], [-0.5063, 2.5969, 5.0693], [-1.0948, 0.6870, -6.5232], [0.7796, 7.0509, -4.1325], [-3.1225, -3.0226, 5.3183], [-4.5988, 2.3541, 3.0871], [2.7059, -1.1086, 6.1960], [-3.9773, 2.2734, -0.5215], [2.1007, 1.2300, -6.7757], [-5.6057, 2.9703, 3.6865], [4.2758, -4.2333, 0.0671], [1.6002, 0.3520, -5.9627], [-6.5148, -3.7958, -0.3329], [-3.3871, -2.3951, 3.1946], [1.6500, -2.9506, 4.5340], [-5.1845, 1.3545, 2.3595], [0.2429, -0.5367, 5.3717], [3.4083, -5.3455, 1.6179], [0.0042, 2.0120, -4.6772], [2.1088, -3.9063, 0.5006], [-4.1233, -2.2771, -0.4595], [-1.9270, -3.0524, 0.5058], [0.4445, -3.5347, 4.3622], [0.4337, 1.5008, 1.0653], [-4.0313, -1.7781, -3.7681], [1.7092, -0.7775, -6.7635], [2.0265, -2.2350, 3.4521], [2.0276, 7.5856, -6.8329], [-5.3254, -5.6804, 0.9315], [-2.8798, 3.2869, -2.7926], [1.3175, -1.5420, -0.5000], [4.5506, 6.0107, 0.2822], [4.4928, 8.6331, -6.5811], [-4.4658, -3.0513, 0.2270], [1.0043, 1.4947, 2.9980], [-4.8716, -5.3501, -0.0029], [2.6126, 4.5083, 0.6705], [0.8016, 0.2858, 7.8521], [3.2704, 9.1806, -6.4992], [3.9977, 4.8634, 1.0785], [0.7273, -1.3508, 1.1348], [-2.7990, -5.1050, -0.6256], [-5.1919, -3.9712, -1.5255], [0.1809, 5.4230, -5.9211], [5.4674, 4.0380, -1.3663], [2.0788, 0.3349, -1.7703], [-0.2439, -0.2957, 3.7928], [-1.6729, -2.0971, 0.9649], [2.4699, 0.0782, -5.0914], [-1.6509, -3.0904, -0.5480], [-3.2487, 1.1659, 0.1786], [2.8659, -6.2159, -0.8331], [-3.3116, -3.7820, 0.9167], [2.3138, 7.0936, -8.2694], [-3.5053, -3.8219, 2.5024], [0.7433, -9.8348, 0.0856], [2.2105, 3.4591, -4.5389], [0.1821, -6.9017, -2.6025], [2.9687, 10.1911, -7.3671], [1.6419, -6.8663, -0.2729], [-0.2131, 0.7552, -5.3486], [1.5009, 1.0517, -1.1869], [3.6421, 5.5788, 2.8995], [-2.3836, 3.2340, 1.6523], [2.7435, -5.5688, -2.1008], [0.2200, 2.8914, 7.0949], [1.8156, 4.5082, -3.7977], [3.0064, 4.5921, 3.5808], [-2.2050, 4.3129, -0.8505], [0.7107, -0.9028, 0.1413], [-1.4145, 2.4038, -1.4415], [1.2250, 5.9530, -4.9760], [-4.8059, 3.4291, 0.2868], [3.0349, 9.6577, -5.3061], [3.2541, -0.2735, 0.2452], [-4.8042, -2.7864, 4.6961], [3.1219, 1.4000, 1.0584], [4.1356, -6.9749, -0.7358], [2.7208, -0.0482, 1.9207], [0.2914, 2.1136, 5.9585], [0.0807, 1.1726, 2.5170], [5.3070, 1.2512, -1.3448], [-0.7806, 1.8293, 2.6397], [-1.1803, -3.7417, 0.9000], [-4.4716, -4.2651, 2.7429], [-2.9582, -5.9373, 0.9114], [6.1613, 1.6042, -0.3764], [-3.7802, -2.4127, 4.6989], [-4.9712, 1.7225, -1.4521], [5.9614, 3.5158, -0.0494], [-4.0389, -1.3983, 5.0025], [2.6490, 6.5396, -5.8282], [-3.8255, 3.4962, 1.7592], [-0.3860, -0.4545, -4.4167], [0.4159, -10.3376, -1.9569], [-0.3204, -0.1532, 2.8465], [0.9282, -2.5522, 7.0998], [0.2160, -9.3542, -1.0509], [-3.4013, -5.1665, 0.2808], [7.3231, 3.9599, 0.2910], [-1.1208, -9.1310, -0.9623], [-5.0549, -6.2962, -0.5120], [5.8079, 1.0331, 0.7351], [1.3474, 0.5069, 0.2549], [4.8467, 3.6064, 1.2859], [-4.1383, 4.8037, 2.3056], [2.2043, -8.3599, -2.5237], [0.8228, 4.1631, -2.9666], [2.7240, 0.3941, 0.9245], [-1.5367, 0.4209, 6.9701], [3.1255, -4.7706, 0.4253], [-3.9536, -1.6284, 2.6660], [1.1318, -7.7128, -1.7741], [0.4853, 1.0230, -1.5818], [1.4103, -1.7165, 5.9913], [-2.3607, -2.0433, 3.0907], [-2.5078, 3.1981, -1.4974], [-5.4484, -3.9779, -0.4661], [-2.6192, -2.5467, -5.1870], [2.9216, 6.7510, 2.7833], [-2.7342, -1.9196, -3.9373], [-1.6726, -0.0049, -2.2236], [0.8935, 2.4886, 1.0358], [1.8256, 2.0900, -1.2549], [2.4921, -3.9008, 4.7453], [2.9233, 4.9128, -3.1017], [-1.8964, -0.1170, -3.6813], [-0.2355, -0.7078, -0.3635], [7.4561, 1.5151, -0.6231], [-0.0793, 0.3514, 6.6428], [-2.8235, 0.8368, -4.1762], [-3.6077, 1.9100, 3.8824], [-0.5344, 1.4748, 0.5651], [-2.6821, -4.2812, 3.0496]], "forces_ev_per_angstrom": [[3.13, -0.93, 0.68], [-0.76, 0.41, -0.32], [-0.11, 0.33, -0.28], [-0.20, 0.43, -0.03], [-0.36, -0.22, 0.01], [-0.65, 0.22, -0.77], [1.52, 0.41, 1.30], [0.45, -1.49, 0.34], [-0.08, 0.50, 0.16], [0.43, -0.30, -3.02], [-0.66, -0.41, -0.78], [-0.70, -3.34, -1.75], [-0.10, 2.84, -0.59], [0.72, -0.16, 0.91], [-0.14, 1.40, -0.44], [-1.65, -2.18, -3.03], [0.31, -0.06, 0.30], [0.17, -0.11, -0.55], [-1.87, 2.09, -0.09], [0.62, -0.29, 1.31], [2.39, -3.05, 2.04], [-1.04, 0.55, 0.37], [-0.47, -0.42, -0.30], [0.73, -0.07, 0.25], [0.66, -0.32, -0.05], [0.45, -2.12, 1.22], [0.10, 0.30, -0.64], [-1.06, -2.00, -1.04], [-0.46, -0.22, 0.80], [-1.77, -0.85, -0.21], [-0.43, -0.73, 0.41], [-0.83, 1.07, -5.70], [-0.19, 0.56, 0.61], [0.53, 0.96, 1.53], [0.23, 0.37, -0.20], [-0.54, -2.48, 2.59], [0.02, 1.59, -0.30], [-0.58, 2.24, 1.09], [-0.35, -0.15, 1.23], [-1.01, -1.04, 1.44], [1.86, 0.22, 1.07], [-1.46, -0.31, -3.03], [-2.86, -2.95, -1.02], [-4.33, 4.67, -2.30], [-0.60, 0.29, -0.08], [-0.08, -0.03, -0.11], [-0.47, 0.43, -0.19], [3.06, 0.34, 2.55], [0.66, -1.66, 3.20], [0.30, 0.24, 0.20], [0.20, 0.17, 0.55], [-1.12, 0.14, 0.00], [1.90, 0.26, 4.16], [-1.26, 0.26, -0.30], [-1.19, 2.33, -0.49], [7.24, 2.28, 0.02], [1.03, 1.05, -0.26], [-0.09, 1.87, 3.73], [0.58, 2.35, 0.06], [-0.77, 0.85, -0.24], [-0.47, 0.64, 0.49], [1.53, -2.28, 2.76], [1.32, -0.82, 0.17], [-4.44, -3.69, -1.75], [1.62, 1.74, -3.88], [-1.18, -0.60, 0.64], [0.36, -0.82, -1.68], [-2.10, -0.42, 0.29], [-0.69, 0.80, -0.69], [0.04, -0.20, -1.09], [1.49, 0.37, -0.46], [-0.22, 1.36, -0.30], [-0.39, 0.26, -1.24], [0.82, 1.37, -0.06], [-0.72, 0.89, -0.10], [-2.08, 1.25, -2.05], [3.76, -1.77, 3.14], [0.51, 0.32, 0.88], [0.55, 0.41, 0.17], [-0.12, -0.86, 0.34], [0.24, -0.03, -0.54], [-1.98, 0.96, 0.68], [-0.69, -0.20, -0.09], [0.86, -1.18, 2.92], [0.82, 0.04, -0.49], [1.38, -0.43, 0.16], [0.36, 0.42, 0.55], [0.05, -0.14, 0.43], [0.10, -0.18, -0.42], [-0.07, 0.21, 0.15], [-1.45, 4.12, 0.51], [-1.32, -0.12, -1.80], [1.23, 1.05, 0.13], [0.35, 1.87, -2.41], [1.21, 0.13, 0.43], [-2.75, -1.15, 1.83], [0.22, 3.53, -0.79], [-3.26, -0.51, 2.27], [-0.42, 0.77, 0.22], [0.07, 0.14, -2.00], [-0.02, 0.87, -1.98], [0.52, 0.52, -0.88], [0.55, 0.65, -0.16], [-1.88, -0.82, 0.37], [1.04, -0.36, 0.46], [0.09, 0.49, -1.17], [0.26, -1.77, 0.96], [0.44, 0.22, 0.78], [3.35, -1.47, -1.98], [-0.21, -0.61, 0.21], [-1.15, 0.47, 1.27], [0.98, 0.47, -0.76], [-0.94, 0.02, -0.65], [2.65, -0.42, -1.09], [0.55, -2.98, -0.60], [-0.33, -0.06, 0.06], [-1.11, 0.71, -1.30], [0.02, 0.01, -0.11], [0.42, 0.05, 1.26], [0.15, -0.14, 0.05], [-0.57, -2.15, 0.37], [1.99, -1.96, -0.56], [0.33, 1.24, 1.80], [0.82, -2.06, 0.62], [1.40, 0.23, -1.65], [-0.25, -1.34, -2.17], [0.04, -0.06, -0.19], [0.42, -0.21, 0.50], [1.19, -0.51, 0.58], [-1.70, -0.27, -0.52], [1.84, -2.28, 2.97], [-0.26, -0.36, 0.40], [-0.40, -1.46, -0.68], [-2.45, 2.80, 3.40], [-0.08, -0.19, -1.14], [-1.65, 0.17, -0.14], [0.26, 0.26, -0.69], [0.04, -1.07, -0.96]], "relative_energy_kj_mol": 1141.7, "homo_lumo_gap_ev": 6.3, "total_charge": -4, "lumo_energy_ev": 4.8, "fmax_ha_per_bohr": 0.1476, "homo_energy_ev": -1.4935}